Record 1
Molecular formula: C19H23ClN2O4S2
Method: DFT, ωB97M-V/def2-TZVPD

Positions of all 51 atoms, in Å:
C1 1.33 0.00 -1.92
H1 1.36 0.89 -1.27
H2 2.18 0.04 -2.60
H3 0.41 -0.01 -2.50
O1 1.51 -1.19 -1.18
C2 0.49 -1.81 -0.56
C3 0.66 -3.19 -0.41
C4 -0.29 -4.00 0.17
C5 -1.47 -3.43 0.63
C6 -1.66 -2.06 0.54
C7 -0.69 -1.24 -0.04
N1 -0.90 0.16 -0.03
C8 -0.05 0.95 0.66
N2 0.98 0.50 1.30
C9 1.68 1.45 1.97
O2 1.34 2.63 1.93
C10 2.84 0.98 2.81
C11 3.29 -0.44 2.47
C12 3.99 -0.50 1.11
C13 5.15 0.49 1.05
C14 4.65 1.90 1.34
C15 4.00 1.97 2.71
H4 3.62 2.98 2.90
H5 4.74 1.73 3.48
H6 3.93 2.20 0.58
H7 5.49 2.61 1.29
H8 5.62 0.45 0.07
H9 5.90 0.22 1.79
H10 3.26 -0.27 0.33
H11 4.35 -1.51 0.93
H12 2.43 -1.11 2.47
H13 3.99 -0.77 3.25
H14 2.45 0.99 3.84
S1 -0.49 2.64 0.65
C16 -1.94 2.25 -0.48
C17 -1.57 2.52 -1.92
H15 -1.95 3.47 -2.29
H16 -0.50 2.45 -2.10
S2 -2.36 1.17 -2.87
O3 -1.36 0.44 -3.60
O4 -3.49 1.65 -3.61
C18 -2.93 0.17 -1.45
H17 -4.00 0.30 -1.38
C19 -2.21 0.76 -0.26
H18 -2.82 0.65 0.66
H19 -2.67 -0.87 -1.64
H20 -2.79 2.85 -0.16
H21 -2.56 -1.63 0.94
Cl1 -2.70 -4.41 1.34
H22 -0.13 -5.06 0.27
H23 1.58 -3.61 -0.78

HOMO energy = -8.69 eV
orbital gap = 8.87 eV
total charge = 0
relative energy (zero: lowest compared OMol25 entry of this formula, charge and spin) = 26.3 kJ/mol

***

Record 2
Molecular formula: C3H9N4
Method: DFT, ωB97M-V/def2-TZVPD

Positions of all 16 atoms, in Å:
N1 -1.77 0.63 0.83
C1 -0.50 0.61 0.45
N2 -0.25 0.95 -1.19
C2 0.35 -0.02 -1.81
N3 0.76 -0.95 -0.96
C3 0.26 -0.65 0.46
N4 1.30 -0.63 1.43
H1 -2.06 1.58 1.21
H2 -2.50 0.13 0.26
H3 -0.02 1.40 1.09
H4 -0.75 1.66 -1.71
H5 0.62 -0.09 -2.92
H6 1.27 -1.73 -1.02
H7 -0.38 -1.61 0.83
H8 2.00 0.14 1.23
H9 1.68 -1.42 1.80

HOMO energy = -13.79 eV
orbital gap = 10.72 eV
total charge = +1
SMILES = N[C@@H]1NC=[NH+][C@H]1N
relative energy (zero: lowest compared OMol25 entry of this formula, charge and spin) = 145.3 kJ/mol

***

Record 3
Molecular formula: C5H8OS
Method: DFT, ωB97M-V/def2-TZVPD

Positions of all 15 atoms, in Å:
C1 1.65 2.05 -0.57
C2 -2.31 0.51 0.00
C3 -2.90 -0.37 -0.71
C4 1.59 0.79 -0.06
C5 1.87 -1.74 0.91
O1 2.21 3.10 -0.43
S1 0.72 -0.28 0.75
H1 1.29 1.74 -1.62
H2 -2.02 1.63 -0.06
H3 -2.16 0.26 1.07
H4 -3.02 -1.34 -0.30
H5 -3.11 -0.31 -1.82
H6 1.66 -2.38 0.08
H7 1.68 -2.23 1.82
H8 2.86 -1.41 0.93

HOMO energy = -8.87 eV
orbital gap = 8.55 eV
total charge = 0
relative energy (zero: lowest compared OMol25 entry of this formula, charge and spin) = 452.8 kJ/mol

***

Record 4
Molecular formula: C5H10OS2
Method: DFT, ωB97M-V/def2-TZVPD

Positions of all 18 atoms, in Å:
C1 0.90 1.45 -2.15
S1 -0.66 0.53 -1.84
C2 -0.64 0.61 -0.05
C3 -1.20 -0.50 0.77
O1 -1.97 -0.16 1.91
C4 0.29 -0.20 0.81
C5 0.85 0.45 2.06
S2 1.42 -1.44 0.24
H1 1.78 0.85 -1.89
H2 0.93 2.35 -1.57
H3 0.98 1.69 -3.21
H4 -0.97 1.55 0.34
H5 -1.52 -1.40 0.28
H6 -2.79 -0.63 1.74
H7 1.70 1.10 1.83
H8 1.22 -0.28 2.77
H9 0.09 1.05 2.59
H10 1.07 -1.35 -1.09

HOMO energy = -8.42 eV
orbital gap = 9.09 eV
total charge = 0
SMILES = CS[C@H]1[C@H](O)[C@@]1(C)S
relative energy (zero: lowest compared OMol25 entry of this formula, charge and spin) = 94.2 kJ/mol

***

Record 5
Molecular formula: C24H32ClN4O5Ru
Method: DFT, ωB97M-V/def2-TZVPD

Positions of all 67 atoms, in Å:
Ru1 0.59 -0.30 0.14
C1 -3.18 -0.31 -0.32
C2 -2.92 -1.36 -1.41
C3 -1.44 -1.77 -1.54
N1 -0.55 -0.64 -1.45
C4 -0.50 0.28 -2.40
C5 -1.15 0.10 -3.65
C6 -1.37 0.97 -4.69
C7 -1.07 2.32 -4.80
C8 -0.35 3.08 -3.90
C9 0.31 2.67 -2.76
C10 0.36 1.43 -2.10
N2 1.14 1.24 -1.03
C11 2.37 1.96 -0.85
C12 2.67 2.36 0.59
C13 2.68 1.12 1.50
N3 1.33 0.67 1.72
C14 0.59 1.01 2.75
C15 1.11 1.79 3.82
C16 0.53 2.29 4.96
C17 -0.80 2.22 5.38
C18 -1.82 1.47 4.80
C19 -1.76 0.63 3.71
C20 -0.74 0.39 2.74
N4 -0.95 -0.43 1.73
C21 -2.02 -1.39 1.71
C22 -3.32 -0.87 1.09
H1 -4.11 0.20 -0.57
H2 -2.39 0.44 -0.33
H3 -3.25 -0.95 -2.36
H4 -3.51 -2.26 -1.22
H5 -1.29 -2.32 -2.48
H6 -1.15 -2.46 -0.73
H7 -1.54 -0.90 -3.82
H8 -1.91 0.54 -5.53
H9 -1.44 2.83 -5.69
H10 -0.25 4.13 -4.13
H11 0.84 3.47 -2.25
H12 2.43 2.84 -1.50
H13 3.17 1.26 -1.19
H14 1.92 3.07 0.96
H15 3.64 2.85 0.62
H16 3.21 1.34 2.44
H17 3.22 0.31 1.00
H18 2.15 2.05 3.72
H19 1.19 2.86 5.60
H20 -1.05 2.78 6.27
H21 -2.78 1.53 5.29
H22 -2.69 0.12 3.52
H23 -2.22 -1.73 2.73
H24 -1.66 -2.25 1.15
H25 -3.74 -0.08 1.72
H26 -4.04 -1.70 1.08
C23 1.85 -3.78 -1.95
C24 2.20 -2.42 -2.53
O1 2.26 -1.38 -1.56
H27 1.80 -4.52 -2.74
H28 0.90 -3.74 -1.42
H29 2.62 -4.09 -1.24
H30 1.45 -2.10 -3.26
H31 3.17 -2.46 -3.04
H32 2.80 -1.70 -0.81
O2 2.74 -1.83 1.06
Cl1 1.70 -2.56 1.74
O3 1.26 -1.83 2.86
O4 2.14 -3.84 2.07
O5 0.61 -2.65 0.78

multiplicity = 5
HOMO energy (spin up / spin down) = -10.36 / -10.89 eV
orbital gap (spin up / spin down) = 7.02 / 5.14 eV
total charge = +1
relative energy (zero: lowest compared OMol25 entry of this formula, charge and spin) = 62.0 kJ/mol

***

Record 6
Molecular formula: C7H14
Method: DFT, ωB97M-V/def2-TZVPD

Positions of all 21 atoms, in Å:
C1 -2.01 -0.70 2.58
C2 -0.99 0.12 1.79
C3 -1.30 1.00 0.85
C4 -0.65 1.09 -0.51
C5 0.84 0.68 -0.57
C6 1.32 0.08 -1.88
C7 1.94 -1.31 -1.71
H1 -2.56 0.05 3.18
H2 -2.72 -1.18 1.93
H3 -1.46 -1.24 3.33
H4 0.03 -0.20 2.01
H5 -2.14 1.68 1.00
H6 -1.20 0.38 -1.12
H7 -0.54 2.12 -0.87
H8 1.18 -0.01 0.22
H9 1.44 1.50 -0.16
H10 0.62 0.09 -2.72
H11 2.02 0.75 -2.39
H12 2.85 -1.20 -1.12
H13 2.12 -1.79 -2.68
H14 1.21 -1.90 -1.16

HOMO energy = -8.44 eV
orbital gap = 9.61 eV
total charge = 0
SMILES = C/C=C/CCCC
relative energy (zero: lowest compared OMol25 entry of this formula, charge and spin) = 237.2 kJ/mol

***

| no. | E_tot (eV) |
| --- | --- |
| 1 | -65439.511 |
| 2 | -9210.116 |
| 3 | -18192.610 |
| 4 | -29063.942 |
| 5 | -56693.532 |
| 6 | -7483.836 |